Record 1
{"formula": "C8H6N4O", "method": "wB97M-V/def2-TZVPD", "energy_ev": -16396.42651, "s_squared": 2.030, "e_lumo_ha": [0.0168, -0.0981], "e_homo_ev": [-7.44, -9.18], "fmax_ev_per_a": 4.33, "multiplicity": 3, "orbital_gap_ev": [7.895, 6.517], "elements": ["C", "C", "C", "C", "C", "C", "C", "C", "N", "N", "N", "N", "O", "H", "H", "H", "H", "H", "H"], "positions_angstrom": [[1.401, -1.540, 0.167], [-0.452, 2.014, 1.246], [0.035, 3.105, 0.508], [-0.217, 0.794, 0.594], [0.342, 1.209, -0.671], [-0.699, -0.521, 0.748], [0.070, -1.448, -0.376], [-0.566, -2.867, -0.451], [2.446, -1.752, 0.578], [0.522, 0.395, -1.699], [0.226, -0.820, -1.603], [0.432, 2.559, -0.667], [-1.620, -0.918, 1.422], [-0.583, 2.153, 2.296], [0.102, 4.115, 0.706], [-0.759, -3.238, 0.536], [0.022, -3.500, -0.994], [-1.512, -2.824, -0.902], [0.809, 3.086, -1.438]], "forces_ev_per_angstrom": [[0.7, -1.0, 0.8], [1.2, 1.9, 1.4], [-1.2, -4.2, 0.2], [0.1, 1.9, -1.5], [-1.2, -0.7, 1.1], [-1.1, -0.1, -1.0], [-0.4, -2.2, 2.0], [-0.4, 2.5, 1.4], [0.8, 0.1, 0.3], [1.3, 0.3, -0.5], [-2.0, 1.2, -1.6], [1.1, 0.7, -1.7], [0.9, -0.4, -0.2], [-0.8, -0.2, 0.5], [0.1, 1.7, 0.4], [0.3, -0.2, 0.6], [1.8, -1.7, -1.3], [-1.4, 0.4, -0.8], [0.0, -0.1, -0.1]], "lowdin_charge": [-0.192, -0.003, -0.043, -0.100, -0.254, -0.276, -0.412, 0.021, 0.197, 0.127, 0.118, 0.093, 0.130, 0.107, 0.098, 0.091, 0.057, 0.075, 0.166]}


Record 2
{"formula": "C8H6NO5", "method": "wB97M-V/def2-TZVPD", "energy_ev": -20122.32786, "e_lumo_ha": 0.1266, "e_homo_ev": -4.69, "fmax_ev_per_a": 3.01, "e_above_lowest_kj_mol": 0.0, "total_charge": -1, "orbital_gap_ev": 8.133, "elements": ["C", "C", "C", "O", "N", "C", "O", "H", "H", "H", "H", "C", "C", "C", "O", "O", "C", "O", "H", "H"], "positions_angstrom": [[-2.332, 1.661, 0.276], [-1.226, 2.247, -0.579], [-0.128, 1.166, -0.593], [0.973, 1.313, -1.147], [-0.581, 0.087, 0.082], [-1.793, 0.282, 0.689], [-2.387, -0.493, 1.451], [-2.521, 2.240, 1.188], [-3.275, 1.512, -0.267], [-1.530, 2.424, -1.617], [-0.794, 3.156, -0.148], [0.751, -1.456, 0.378], [1.989, -1.124, 0.872], [3.045, -1.765, 0.088], [4.217, -2.064, 0.334], [2.397, -2.154, -1.128], [1.013, -2.168, -0.921], [0.212, -2.670, -1.684], [-0.183, -1.594, 0.879], [2.153, -0.601, 1.849]], "forces_ev_per_angstrom": [[-0.2, -0.1, 0.3], [0.3, 0.3, -0.2], [0.5, 0.7, -0.6], [-1.6, -0.4, 0.7], [0.1, 0.5, -0.5], [-0.1, -0.3, 0.1], [0.9, 0.7, -0.9], [-0.1, -0.1, -0.2], [0.1, 0.1, 0.2], [0.1, 0.2, 0.2], [-0.1, 0.0, -0.3], [0.7, -0.7, 0.6], [0.2, 0.2, 1.4], [0.4, 0.2, 0.6], [-2.7, 0.8, -1.0], [-0.3, -1.0, -0.1], [-0.4, 0.1, -0.8], [1.6, 0.7, 1.0], [0.5, -1.0, 0.5], [0.0, -0.8, -1.1]], "lowdin_charge": [-0.113, -0.112, -0.480, 0.016, 0.101, -0.469, 0.002, 0.110, 0.112, 0.111, 0.109, -0.030, -0.014, -0.416, 0.053, 0.072, -0.388, 0.117, 0.098, 0.122]}


Record 3
{"formula": "C8H6O2", "method": "wB97M-V/def2-TZVPD", "energy_ev": -12484.64444, "smiles": "Cc1ccoc1-c1cc1=O", "e_lumo_ha": 0.0093, "e_homo_ev": -8.68, "fmax_ev_per_a": 2.45, "e_above_lowest_kj_mol": 341.9, "orbital_gap_ev": 8.933, "elements": ["C", "C", "C", "C", "C", "C", "C", "C", "O", "O", "H", "H", "H", "H", "H", "H"], "positions_angstrom": [[1.958, -1.739, -0.128], [0.788, -1.375, 0.479], [-1.673, 1.382, 0.241], [-2.065, 0.539, 1.241], [-0.519, 0.809, -0.344], [-0.294, -0.361, 0.358], [1.902, -2.619, 0.935], [0.249, 1.372, -1.481], [2.028, -3.443, 1.761], [-1.251, -0.504, 1.324], [2.583, -1.495, -0.971], [-2.138, 2.307, -0.032], [-2.877, 0.585, 1.941], [0.081, 2.444, -1.543], [1.312, 1.177, -1.365], [-0.083, 0.921, -2.416]], "forces_ev_per_angstrom": [[-0.5, 0.2, 0.1], [0.1, 0.1, -0.2], [-0.2, -0.2, 0.3], [-0.1, 0.5, -0.4], [0.1, -0.7, 0.4], [1.8, -1.2, 0.2], [-2.0, 1.5, -0.1], [0.1, -0.1, 0.0], [0.5, -0.1, -0.2], [-0.1, -0.2, 0.3], [0.2, 0.0, -0.2], [-0.1, 0.2, -0.1], [-0.1, -0.1, 0.1], [0.1, 0.1, -0.1], [0.1, 0.0, -0.1], [0.0, 0.0, -0.1]], "lowdin_charge": [-0.005, 0.088, -0.015, -0.103, -0.221, -0.189, -0.283, -0.027, 0.127, 0.047, 0.095, 0.110, 0.127, 0.081, 0.079, 0.089]}


Record 4
{"formula": "C8H6O3", "method": "wB97M-V/def2-TZVPD", "energy_ev": -14531.71396, "smiles": "O=Cc1ccc2c(c1)OCO2", "e_lumo_ha": -0.0198, "e_homo_ev": -8.81, "fmax_ev_per_a": 9.24, "e_above_lowest_kj_mol": 372.4, "orbital_gap_ev": 8.268, "elements": ["C", "C", "C", "C", "C", "C", "C", "C", "H", "H", "H", "H", "H", "H", "O", "O", "O"], "positions_angstrom": [[0.590, 0.100, -3.094], [0.339, -0.297, -1.623], [1.232, -1.053, -0.861], [1.102, -1.226, 0.531], [0.082, -0.483, 1.177], [-1.313, 0.686, 2.626], [-0.760, 0.417, 0.409], [-0.670, 0.403, -0.904], [1.310, -0.716, -3.621], [2.392, -1.220, -1.206], [1.834, -1.728, 1.110], [-2.189, 0.247, 3.112], [-0.887, 1.438, 3.456], [-1.371, 1.236, -1.302], [0.232, 1.337, -3.618], [-0.277, -0.284, 2.511], [-1.645, 1.143, 1.298]], "forces_ev_per_angstrom": [[-0.2, 5.1, -1.4], [-0.1, 1.2, -0.8], [3.1, 0.3, -0.7], [-2.0, 1.8, 0.9], [-1.4, 1.7, -0.4], [0.9, 0.8, 1.2], [0.7, -1.9, 4.5], [-2.0, 3.2, -2.6], [-1.7, 2.2, 0.5], [-3.3, -0.2, 0.2], [0.5, -0.5, 0.3], [-0.1, -0.2, -0.5], [-0.9, -0.7, -2.5], [1.3, -1.8, -0.5], [2.1, -8.4, 3.2], [1.2, -1.3, -1.0], [1.8, -1.1, -0.6]], "lowdin_charge": [-0.069, -0.210, -0.068, -0.004, -0.120, -0.156, -0.168, 0.007, 0.148, 0.173, 0.100, 0.124, 0.171, 0.174, -0.101, -0.008, 0.008]}


Record 5
{"formula": "C8H6O3", "method": "wB97M-V/def2-TZVPD", "energy_ev": -14528.73138, "e_lumo_ha": 0.0095, "e_homo_ev": -8.73, "fmax_ev_per_a": 15.89, "e_above_lowest_kj_mol": 660.1, "orbital_gap_ev": 8.993, "elements": ["C", "C", "C", "C", "C", "C", "C", "C", "H", "H", "H", "H", "H", "H", "O", "O", "O"], "positions_angstrom": [[-1.953, 0.340, -0.613], [-1.367, -0.342, -1.528], [-0.022, -0.708, -1.479], [0.639, -0.359, -0.372], [1.983, -0.644, 0.226], [1.975, 0.150, 1.593], [0.107, 0.346, 0.705], [-1.379, 0.793, 0.522], [-4.271, 0.456, -0.293], [-1.934, -0.211, -2.494], [0.657, -1.552, -2.363], [2.245, -0.701, 2.458], [2.450, 0.866, 1.682], [-1.725, 1.480, 1.027], [-3.333, 0.718, -0.812], [2.887, -1.146, -0.252], [0.781, 0.704, 1.771]], "forces_ev_per_angstrom": [[-5.4, 2.8, 5.4], [2.2, -2.5, -7.4], [0.4, -3.2, -3.9], [2.6, 0.2, 4.9], [-3.8, 3.9, 1.4], [-3.9, -15.4, 0.7], [-8.6, 2.2, -2.8], [8.7, -7.1, -3.4], [4.9, 0.4, -1.4], [0.6, -1.4, 0.8], [-2.5, 3.2, 2.8], [-0.7, 2.2, -2.0], [10.4, 11.4, 1.0], [-3.8, 6.4, 5.5], [-2.5, -0.2, 0.3], [5.0, -3.2, -2.2], [-3.7, 0.2, 0.4]], "lowdin_charge": [-0.361, -0.081, -0.008, -0.139, -0.342, -0.089, -0.146, 0.153, 0.213, 0.153, 0.237, 0.213, 0.011, 0.029, -0.075, 0.166, 0.066]}


Record 6
{"formula": "C8H7AgCl3GeN13", "method": "wB97M-V/def2-TZVPD", "energy_ev": -125867.65598, "s_squared": 0.756, "e_lumo_ha": [0.0672, 0.0338], "e_homo_ev": [-5.06, -5.04], "fmax_ev_per_a": 0.70, "e_above_lowest_kj_mol": 0.0, "multiplicity": 2, "total_charge": -1, "orbital_gap_ev": [6.889, 5.960], "elements": ["Ag", "N", "C", "C", "N", "C", "C", "N", "C", "C", "N", "H", "H", "H", "H", "H", "H", "N", "C", "N", "N", "N", "N", "C", "N", "N", "N", "N", "H", "Cl", "Ge", "Cl", "Cl"], "positions_angstrom": [[0.928, -0.005, -0.316], [-3.155, -1.525, -0.269], [-2.714, -2.832, -0.314], [-1.357, -2.755, -0.355], [-0.968, -1.440, -0.339], [-2.062, -0.728, -0.289], [-2.060, 0.728, -0.289], [-0.965, 1.437, -0.347], [-1.350, 2.753, -0.355], [-2.707, 2.833, -0.300], [-3.150, 1.528, -0.254], [-4.116, -1.238, -0.258], [-3.392, -3.668, -0.314], [-0.637, -3.555, -0.400], [-0.628, 3.551, -0.402], [-3.382, 3.671, -0.289], [-4.112, 1.245, -0.229], [3.332, 0.003, 2.305], [2.004, -0.002, 2.683], [1.599, -0.003, 3.940], [0.246, -0.007, 3.848], [-0.126, -0.010, 2.612], [0.988, -0.006, 1.841], [3.802, 0.009, 1.005], [5.084, 0.018, 0.701], [5.107, 0.025, -0.657], [3.911, 0.011, -1.132], [3.048, 0.006, -0.083], [4.018, 0.006, 3.036], [1.567, 1.698, -4.145], [0.918, -0.020, -2.937], [-1.287, -0.045, -3.505], [1.616, -1.685, -4.191]], "forces_ev_per_angstrom": [[0.5, 0.0, -0.3], [-0.1, -0.1, 0.0], [0.0, 0.1, 0.0], [0.1, 0.1, 0.0], [-0.1, 0.0, 0.0], [-0.1, 0.1, 0.0], [-0.1, -0.1, 0.0], [0.0, 0.0, 0.0], [0.1, -0.1, 0.0], [0.0, -0.1, 0.0], [-0.1, 0.1, 0.0], [0.0, 0.0, 0.0], [0.0, 0.1, 0.0], [0.0, 0.0, 0.0], [0.0, 0.0, 0.0], [0.0, 0.0, 0.0], [0.0, 0.0, 0.0], [-0.1, 0.0, -0.1], [0.5, 0.0, 0.0], [-0.3, 0.0, 0.1], [0.1, 0.0, -0.2], [0.2, 0.0, 0.3], [-0.6, 0.0, -0.3], [-0.1, 0.0, 0.5], [0.2, 0.0, -0.3], [-0.2, -0.1, 0.1], [0.3, 0.1, 0.3], [-0.2, 0.0, -0.7], [0.0, 0.0, 0.0], [0.0, 0.0, 0.1], [-0.2, 0.0, 0.3], [0.1, 0.0, 0.0], [0.0, 0.0, 0.1]], "lowdin_charge": [0.733, 0.114, -0.078, -0.108, 0.043, -0.334, -0.331, 0.045, -0.108, -0.078, 0.114, 0.149, 0.107, 0.110, 0.111, 0.107, 0.149, 0.128, -0.510, 0.007, -0.122, -0.106, -0.094, -0.507, 0.009, -0.109, -0.099, -0.112, 0.129, -0.038, -0.226, -0.057, -0.037]}